Entry 1:
16
Properties=species:S:1:pos:R:3 method="wB97M-V/def2-TZVPD" fmax_ev_per_a=3.0 e_tot_ev=-17396.915 spin_multiplicity=1 total_charge=+1
C 1.1386 -2.1544 -0.2125
C -1.9898 1.3862 -0.2247
C 2.4265 -2.4647 0.4416
C -1.8493 3.8593 0.2722
N 0.4059 -1.1261 -0.0473
N -1.8060 2.4901 0.0611
O 0.9003 -3.0282 -1.2018
I -2.4933 -0.5084 -0.5276
H 2.1918 -3.1890 1.1381
H 2.8310 -1.5810 0.8730
H 3.1189 -2.9105 -0.3608
H -0.8798 4.2957 0.5239
H -2.5913 4.1234 0.9682
H -2.0547 4.3089 -0.6584
H 0.5414 -0.4265 0.6547
H 0.1098 -3.0746 -1.6996

***

Entry 2:
23
Properties=species:S:1:pos:R:3 method="wB97M-V/def2-TZVPD" fmax_ev_per_a=4.7 e_tot_ev=-10907.758 spin_multiplicity=1 total_charge=+1
C -3.2960 -0.0138 -0.7697
C 1.9739 0.2745 1.1306
C 2.1317 -0.6336 -0.1419
C 1.5076 0.6406 -0.1353
C 1.4581 -1.9813 -0.3607
C -1.4441 0.9468 1.1804
N -2.0024 -0.3129 -0.6606
N -1.0591 -0.0014 0.1564
N 1.1931 1.5999 -1.0039
H -3.7548 -0.2339 -1.6634
H -3.8344 0.4189 0.1208
H 1.1276 -0.0752 1.8349
H 2.8417 0.4843 1.6910
H 3.0996 -0.8357 -0.4152
H 0.4127 -1.8959 -0.0631
H 1.9541 -2.7671 0.1462
H 1.5111 -2.2215 -1.3500
H -2.1848 0.4883 1.8995
H -0.5466 1.1358 1.6139
H -1.9839 1.8843 0.8742
H 1.0705 2.5806 -0.7101
H -1.5476 -0.8033 -1.4251
H 1.3720 1.3214 -1.9488

***

Entry 3:
228
Properties=species:S:1:pos:R:3 method="wB97M-V/def2-TZVPD" fmax_ev_per_a=4.7 e_tot_ev=-162105.307 spin_multiplicity=1 total_charge=+1
Zn -4.0484 0.1916 -5.4077
C 0.8167 -0.8405 -0.1169
C 0.1392 0.4689 -0.4781
C 1.1198 1.6151 -0.7847
O -0.7323 0.1973 -1.5653
H 1.6299 -0.6577 0.5856
H 1.4855 -1.2399 -0.8794
H 0.1660 -1.6118 0.2951
H -0.3491 0.7770 0.4465
H 0.4639 2.4844 -0.8322
H 1.7625 1.5782 -1.6643
H 1.6997 1.8062 0.1182
C -0.8694 -5.4621 -11.0613
O -1.4902 -4.3050 -10.5170
C -0.5233 -3.6223 -9.6968
C -1.1498 -2.5799 -8.7033
N -2.4152 -1.9851 -9.2108
C -2.2582 -1.3320 -10.5903
C -3.6538 -0.7728 -11.1002
O -4.4620 -1.9233 -11.4947
C -5.8536 -1.6588 -11.4661
H 0.1709 -5.3795 -11.3761
H -1.3225 -5.7570 -12.0079
H -0.9616 -6.2699 -10.3353
H 0.2384 -3.1650 -10.3283
H 0.0946 -4.3123 -9.1222
H -0.3605 -1.9357 -8.3160
H -1.4705 -3.2237 -7.8843
H -2.7862 -2.8632 -9.5445
H -2.0747 -2.1032 -11.3385
H -1.4020 -0.6595 -10.5374
H -3.5908 -0.2944 -12.0776
H -4.0834 -0.0717 -10.3846
H -6.2387 -1.6584 -10.4464
H -6.5305 -2.3093 -12.0199
H -6.0055 -0.5937 -11.6412
C 0.2626 -13.8735 5.7887
O -0.0026 -14.0398 4.4314
C 1.0594 -13.5911 3.5118
C 1.0263 -12.0432 3.1299
N 1.8302 -11.2720 4.0512
C 1.8298 -9.8787 3.6153
C 2.7021 -8.9653 4.4279
O 2.2869 -8.4396 5.6288
C 1.5848 -9.4424 6.4160
H -0.2224 -13.0089 6.2419
H 1.3116 -13.6296 5.9567
H 0.1162 -14.8127 6.3221
H 0.8637 -14.0817 2.5583
H 2.0788 -13.8407 3.8061
H -0.0208 -11.7478 3.0638
H 1.5138 -11.9269 2.1620
H 2.7568 -11.6700 4.1058
H 0.7968 -9.5333 3.6583
H 2.1093 -9.8102 2.5639
H 2.9398 -8.0744 3.8467
H 3.5940 -9.5706 4.5904
H 0.5247 -9.5816 6.2041
H 1.4790 -8.9282 7.3712
H 1.9202 -10.4387 6.7042
C -5.8041 -4.2337 7.0406
O -4.4690 -3.8103 6.7924
C -3.6391 -3.5496 7.9514
C -2.2346 -3.0033 7.4418
N -1.4929 -2.3754 8.5456
C -0.1696 -2.0066 8.2100
C 0.5891 -1.6731 9.5714
O 0.5222 -2.8314 10.4458
C 1.0839 -2.5773 11.7386
H -5.7833 -5.0727 7.7362
H -6.3289 -4.5699 6.1464
H -6.3627 -3.4151 7.4945
H -3.4179 -4.5033 8.4306
H -4.2508 -2.9265 8.6039
H -2.3885 -2.5183 6.4778
H -1.7355 -3.9245 7.1414
H -1.5034 -2.8737 9.4240
H -0.2951 -1.0860 7.6401
H 0.3539 -2.7502 7.6092
H 0.2749 -0.7026 9.9554
H 1.6368 -1.4954 9.3292
H 2.1599 -2.6276 11.5719
H 0.9263 -3.3917 12.4458
H 0.8765 -1.6224 12.2215
C 16.5236 9.2520 -3.2722
O 15.2371 8.6484 -2.8065
C 14.2067 8.4496 -3.8119
C 13.0101 7.6102 -3.0386
N 11.7757 7.7664 -3.7873
C 10.7652 7.0015 -3.1477
C 9.2637 7.3872 -3.4492
O 9.0777 7.0737 -4.8621
C 7.7288 7.1769 -5.3215
H 17.3391 9.0165 -2.5885
H 16.4886 10.3245 -3.0811
H 16.7169 9.1664 -4.3415
H 14.5953 7.7898 -4.5877
H 13.9355 9.4631 -4.1074
H 12.8541 8.0192 -2.0404
H 13.3839 6.5866 -3.0648
H 11.8045 7.4399 -4.7427
H 10.8373 7.0296 -2.0604
H 10.8290 5.9685 -3.4895
H 9.0817 8.4509 -3.2959
H 8.6636 6.7239 -2.8264
H 7.7823 6.7523 -6.3240
H 7.2444 8.1534 -5.3210
H 7.0382 6.5111 -4.8039
C 3.0816 20.1921 3.9654
O 1.7153 20.3922 3.5426
C 1.2989 19.4140 2.5937
C 1.0682 18.0656 3.3385
N 0.4832 17.0848 2.4347
C 0.2723 15.7031 2.8610
C -0.1837 14.7898 1.7363
O -0.3108 13.4943 2.2692
C -0.1652 12.5091 1.2513
H 3.1350 19.3657 4.6741
H 3.2515 21.0459 4.6214
H 3.7682 20.1911 3.1189
H 1.9885 19.3493 1.7521
H 0.3378 19.8732 2.3624
H 0.4245 18.1926 4.2090
H 1.9372 17.5692 3.7702
H -0.2098 17.2944 1.7305
H -0.3431 15.5420 3.7461
H 1.2529 15.3098 3.1292
H 0.6231 14.8676 1.0075
H -0.9706 15.1271 1.0618
H -0.9417 12.4711 0.4874
H -0.2521 11.5012 1.6571
H 0.8128 12.5988 0.7785
C -8.2210 -15.3137 -0.4579
O -7.5932 -14.1263 0.0277
C -6.9218 -14.0946 1.2361
C -6.9283 -12.6854 1.7669
N -6.1505 -11.8466 0.7997
C -5.9626 -10.6088 1.4418
C -5.3990 -9.5750 0.2946
O -4.1152 -9.9034 -0.0581
C -3.6910 -9.1526 -1.1226
H -7.7435 -16.2646 -0.2216
H -8.1900 -15.1649 -1.5373
H -9.2350 -15.5032 -0.1057
H -5.9138 -14.5083 1.2064
H -7.2756 -14.9006 1.8791
H -6.6409 -12.6678 2.8182
H -7.9370 -12.2739 1.8034
H -6.6720 -11.9773 -0.0553
H -5.2990 -10.5742 2.3058
H -6.9918 -10.3544 1.6954
H -5.3813 -8.5632 0.6997
H -6.0844 -9.5796 -0.5529
H -3.9538 -9.4904 -2.1251
H -2.6011 -9.1612 -1.1341
H -3.8641 -8.0833 -1.0013
C -11.8027 3.5521 -7.0822
O -10.7896 3.8002 -6.0010
C -10.1487 5.1099 -5.9356
C -9.9018 5.5826 -4.4785
N -9.1561 4.5853 -3.7343
C -8.8827 5.1503 -2.4045
C -8.0750 4.0842 -1.6257
O -8.7278 2.8477 -1.7408
C -8.3924 1.9580 -0.7075
H -12.1223 4.5201 -7.4681
H -12.5616 2.8920 -6.6621
H -11.4163 2.9731 -7.9210
H -10.6778 5.9400 -6.4035
H -9.2967 5.0024 -6.6070
H -10.8393 5.7759 -3.9572
H -9.4255 6.5488 -4.6446
H -8.2521 4.4088 -4.1486
H -9.8265 5.3871 -1.9133
H -8.2339 6.0239 -2.4684
H -7.8573 4.4866 -0.6363
H -7.0584 3.9279 -1.9865
H -7.8054 1.0469 -0.8230
H -9.2998 1.4672 -0.3555
H -7.8757 2.4422 0.1211
C -2.1187 4.7991 12.0771
O -3.3224 5.0729 11.2907
C -3.6114 4.1086 10.3733
C -2.6899 3.9858 9.0623
N -2.6196 5.3255 8.4798
C -1.6487 5.3330 7.2979
C -0.0863 5.3476 7.3900
O 0.3025 6.4850 8.0883
C -0.0456 7.7072 7.5091
H -1.6253 3.8271 12.0821
H -2.3478 5.2005 13.0643
H -1.3900 5.4944 11.6604
H -4.6234 4.3688 10.0632
H -3.6982 3.1231 10.8310
H -3.1399 3.1968 8.4597
H -1.6924 3.7171 9.4103
H -2.3733 5.9402 9.2424
H -1.9229 6.1014 6.5752
H -2.1148 4.6536 6.5843
H 0.3322 5.0592 6.4257
H 0.2113 4.5150 8.0275
H 0.3726 8.4158 8.2240
H -1.0549 8.1165 7.5535
H 0.5217 7.7633 6.5801
C 7.6103 -5.3245 -9.8923
O 7.8973 -3.9865 -9.2596
C 7.5207 -3.8296 -7.9136
C 8.4868 -4.3652 -6.9141
N 8.0948 -3.9846 -5.5517
C 6.7620 -4.5135 -5.0877
C 6.5285 -6.0270 -5.1308
O 6.3461 -6.5408 -6.4774
C 5.7477 -7.7920 -6.6503
H 6.6028 -5.3095 -10.3079
H 7.8037 -6.2973 -9.4402
H 8.1322 -5.4503 -10.8409
H 6.5142 -4.2001 -7.7192
H 7.4833 -2.7458 -7.8036
H 9.4785 -4.0213 -7.2081
H 8.5410 -5.4536 -6.9413
H 8.8551 -4.2150 -4.9280
H 5.8942 -4.0127 -5.5171
H 6.6328 -4.2723 -4.0326
H 5.7358 -6.2463 -4.4155
H 7.4800 -6.4173 -4.7697
H 4.7670 -7.5927 -7.0822
H 5.8814 -8.4090 -5.7617
H 6.4792 -8.2859 -7.2899

***

Entry 4:
40
Properties=species:S:1:pos:R:3 method="wB97M-V/def2-TZVPD" fmax_ev_per_a=18.6 e_tot_ev=-37190.015 smiles="O=C(CSc1nnc2c(n1)[nH]c1ccccc12)N1CCCCC1" spin_multiplicity=1
O 2.9680 -0.1950 -2.4503
C 3.1459 -0.5791 -1.3851
N 3.3254 0.3673 -0.3758
C 3.3875 -0.0874 1.0189
H 3.4920 -1.3046 1.0235
C 2.0797 0.3450 1.9170
C 1.8403 1.8027 1.8211
C 1.7765 2.2497 0.0409
C 2.9673 1.7252 -0.6778
H 2.9528 1.8007 -1.6669
H 3.8682 2.4080 -0.2152
H 1.6012 3.3992 -0.1051
H 0.9305 1.5591 -0.3509
H 1.0587 2.3519 2.2249
H 2.7771 2.4568 1.9333
H 2.2346 0.1789 3.0462
H 1.2755 -0.2679 1.6014
H 4.2009 0.3977 1.4860
C 3.1727 -1.9673 -1.1869
H 4.0316 -2.2983 -0.6419
H 2.8529 -2.5624 -2.1764
S 1.8012 -2.7552 0.2227
C 0.4276 -1.8799 -0.1557
N 0.4244 -0.8349 -0.7596
N -0.5842 0.0040 -1.3718
C -1.6271 -0.5748 -0.6173
C -3.0438 -0.2806 -0.6093
C -3.6260 1.1772 -1.2048
C -5.0983 1.1539 -0.8567
C -5.7231 0.2408 -0.1460
C -5.1569 -0.7248 0.3040
C -3.8433 -1.0417 0.0272
N -2.9563 -1.9936 0.6299
C -1.7549 -1.9348 0.1453
N -0.6805 -2.5845 0.3903
H -3.2308 -2.6162 1.2083
H -5.7189 -1.5321 0.7626
H -6.8161 0.4658 0.1894
H -5.5354 2.0900 -1.3803
H -3.1972 1.8412 -1.6591